# 1
The following is a DFT calculation (ωB97M-V/def2-TZVPD) of C15H19N3O3S in the gas phase in a non-equilibrium geometry.

Last column: Löwdin charge in e.
Element x y z (Å)
H  -1.0347  2.8641  -2.2305  0.1208
H  -0.2719  -0.8766  1.6454  0.1221
O  2.1666  -2.1012  0.6056  0.0495
C  1.7734  1.8175  2.6667  -0.0723
H  0.2792  -2.1344  -3.2326  0.0974
H  2.0652  0.4086  0.6554  0.1029
H  1.5472  0.7571  2.8163  0.0913
C  -0.2053  2.7397  -0.2900  -0.2007
O  -0.9894  3.8052  0.0364  -0.0706
C  0.6859  2.0433  0.5495  -0.1864
C  1.8897  -0.7374  -1.7240  -0.0944
H  0.3885  -3.5867  1.4480  0.1389
N  -2.4161  -3.9477  -0.6503  0.0760
H  -1.0719  3.8972  2.1134  0.0902
H  -2.6286  0.3297  1.5356  0.0608
H  2.7815  1.9167  2.2532  0.1018
H  -0.5410  -3.0796  -1.9867  0.0697
H  -1.4881  5.3581  1.1820  0.0932
H  -3.3275  -4.1549  -1.0304  0.0438
C  -0.0787  -2.1200  -2.2017  -0.0302
C  -0.3488  2.3128  -1.6071  0.0061
C  -2.3520  -0.6209  1.1326  -0.3962
H  2.8524  -0.8630  -1.2252  0.1263
C  1.2197  0.5375  -1.2823  -0.2047
C  -1.1695  -1.2406  1.1816  -0.1647
H  0.2151  4.8667  1.3551  0.0973
C  0.3423  1.2253  -2.1035  -0.0476
H  1.7237  2.3320  3.6255  0.0967
C  -0.8103  4.5067  1.2462  -0.0761
N  1.0429  -1.8628  -1.3328  -0.0759
H  2.0287  -0.7635  -2.8061  0.1257
H  0.2014  0.9245  -3.1307  0.1125
H  -0.8361  -1.3347  -2.1126  0.0965
C  1.2025  -2.3632  -0.0923  -0.4543
N  -1.1361  -2.4658  0.5585  -0.1126
S  -3.5312  -1.5812  0.2764  0.9935
C  1.3836  0.9620  0.0304  0.0187
C  -2.3073  -2.8623  -0.0150  -0.7050
H  -0.1350  -4.1137  -0.1698  0.1178
O  0.8149  2.4505  1.8544  -0.1155
C  0.0752  -3.2449  0.4554  -0.0424

Cartesian forces (eV/Å) of the 2 atoms listed first:
-0.1 0.1 -0.1
0.2 0.1 0.1

Values from the calculation:
**E_LUMO**: 0.7 eV
**Energy relative to the best compared isomer or geometry (same formula, charge and spin)**: 291.1 kJ/mol
**SMILES string**: [H]/N=c1\sccn1CC(=O)N(C)Cc1ccc(OC)c(OC)c1

***

# 2
The following is a DFT calculation (ωB97M-V/def2-TZVPD) of C15H19N3O4 in the gas phase in a non-equilibrium geometry.

Last column: Löwdin charge in e.
Element x y z (Å)
C  2.0822  -2.2419  -1.6311  -0.3657
H  3.8728  0.7160  -1.7459  0.0834
H  -4.3720  -1.1820  3.3728  0.0928
H  4.0589  -0.5318  -3.6161  0.0779
H  -0.9818  -1.4987  -2.4739  0.1327
C  2.3842  -3.7728  -1.5268  0.0102
H  -5.7429  -1.0792  2.1888  0.0968
C  -3.1795  0.1793  1.3718  -0.1370
N  -0.0205  -1.4170  -2.2390  0.1604
H  2.4849  0.3389  -0.6505  0.0501
H  -1.8245  0.2395  3.0731  0.1377
C  -5.0914  -0.5250  2.8843  -0.0016
N  -2.1432  -0.6510  -0.7409  0.1302
O  0.8041  -2.3722  -3.9455  0.0956
C  4.2228  -1.4302  -2.9936  -0.0500
C  -4.4735  0.6093  2.0446  -0.3883
H  3.0901  -4.2051  -2.2545  0.0866
H  -5.6834  0.0858  3.5057  0.0629
C  -0.9585  -0.7164  -0.0995  -0.1044
H  4.0605  -2.4012  -3.5824  0.0963
O  0.6675  -1.2291  2.8847  0.1629
H  -4.1729  1.3556  2.7361  0.1228
N  1.2796  -1.7503  -0.5323  0.1579
C  3.3086  -1.3100  -1.7246  -0.3463
H  -5.0888  2.2709  0.9250  0.1166
H  2.7413  -4.0244  -0.5492  0.0708
C  -3.1828  -0.1507  -0.0121  -0.0242
H  1.4774  -4.3300  -1.7232  0.0800
C  0.1685  -1.2365  -0.9019  -0.2524
H  3.8639  -1.6001  -0.8182  0.1385
H  1.6107  -1.0052  3.0767  0.1582
C  2.9556  0.1628  -1.5973  -0.0683
O  1.2527  0.3689  1.4666  0.1245
O  -5.2926  1.3373  1.1224  -0.0376
H  -3.9730  -0.0486  -0.7042  0.1055
C  0.4317  -0.3819  1.9140  -0.5676
C  1.0632  -1.9908  -2.8403  -0.3626
C  -1.9623  0.1191  2.0095  0.0631
C  -0.8393  -0.2762  1.2507  -0.0575
H  5.2237  -1.4661  -2.5635  0.0694
H  2.2398  0.4946  -2.3181  0.0799

Cartesian forces (eV/Å) of the 2 atoms listed first:
-0.7 0.4 -2.1
0.1 0.4 0.3

Values from the calculation:
**E_LUMO**: 0.0 eV
**Energy relative to the best compared isomer or geometry (same formula, charge and spin)**: 262.9 kJ/mol
**SMILES string**: CC(C)[C@@]1(C)N=C(c2ncc([C@H](C)O)cc2C(=O)O)NC1=O

***

# 3
The following is a DFT calculation (ωB97M-V/def2-TZVPD) of a molecular structure, C15H19N5O2SSn in a non-equilibrium geometry.

Last column: Löwdin charge in e.
Element x y z (Å)
H  -0.7663  5.6679  -0.1779  0.1261
Sn  0.0048  -0.0040  -1.2263  1.4449
H  -1.3679  -1.5179  4.1578  0.1324
H  -5.4499  -1.5986  0.1602  0.1259
H  4.9214  -2.8995  0.0429  0.1234
C  0.5239  1.3402  -3.2576  -0.0839
C  -0.8768  1.4081  -3.1172  -0.0875
O  0.0000  -2.5172  1.7665  0.1516
H  -1.3762  2.3813  -3.0373  0.1601
H  0.8766  -2.0588  -3.5367  0.1594
C  1.4940  0.6844  1.0296  -0.1769
H  0.7776  0.8284  5.5318  0.1628
H  -4.5574  -3.0948  0.6117  0.1217
H  5.1661  -2.4832  -1.6904  0.1244
C  0.0874  3.7788  -0.2941  -0.1701
H  4.2213  -3.9421  -1.2451  0.1246
N  0.6309  0.9550  4.5326  0.1841
N  -0.6074  -0.9645  4.5380  0.1866
H  -0.4312  -1.0436  5.5345  0.1597
H  2.2368  0.0401  -3.5378  0.1595
N  -0.0533  2.6401  -0.4401  0.1065
N  2.2950  -1.4941  -0.9599  0.1154
C  -1.6439  0.2246  -3.1175  -0.0875
H  0.8434  5.5874  -0.9677  0.1237
H  -4.9414  -2.7580  -1.1135  0.1244
C  1.1567  0.0889  -3.4037  -0.0919
C  0.2286  5.2034  -0.1420  0.0081
C  -4.6709  -2.3094  -0.1471  0.0072
O  2.3025  1.0282  1.7693  0.1531
C  -0.2836  0.1863  3.8935  -0.7355
S  -0.8930  0.5766  2.3679  0.9974
H  0.7121  5.4209  0.8195  0.1208
C  4.4691  -2.9117  -0.9574  0.0073
C  -0.0171  -1.6406  1.0302  -0.1880
H  1.1115  2.2622  -3.2775  0.1616
C  3.2654  -2.1276  -0.9477  -0.1615
H  -1.6116  -1.9391  -3.2771  0.1617
H  -2.7361  0.2833  -3.0378  0.1600
C  -3.4245  -1.6082  -0.2944  -0.1693
C  -1.0099  -1.0263  -3.2573  -0.0837
C  0.3908  -1.0928  -3.4032  -0.0922
N  -2.4353  -1.0203  -0.4392  0.1055
H  0.8205  1.8707  4.1529  0.1281

Cartesian forces (eV/Å) of the 2 atoms listed first:
0.2 0.0 0.0
0.4 -0.3 2.4

Values from the calculation:
**E_LUMO (alpha / beta)**: -15.9 / -17.1 eV
**Total charge**: +4

***

# 4
The following is a DFT calculation (ωB97M-V/def2-TZVPD) of a molecular structure, C15H19N6OSSr.

Last column: Mulliken spin population.
Element x y z (Å)
H  1.4162  2.2660  3.7739  -0.0003
H  -2.1356  1.2580  3.2636  0.0000
C  -1.0630  1.3162  3.0774  0.0008
N  -0.9020  -0.1072  -2.2593  0.0053
H  2.6477  -5.2107  -2.2431  0.0318
N  1.4373  2.5127  1.7219  -0.0002
C  0.4124  -3.4064  -0.4333  0.1326
S  0.5470  -1.2648  -4.2017  0.0056
H  -2.1894  -1.3464  -5.0930  0.0014
H  1.4487  0.3495  1.6718  -0.0012
H  -0.5610  0.6991  3.8252  -0.0004
H  -0.8827  0.8647  2.0992  0.0018
C  3.1360  -3.7100  -0.7703  -0.1524
C  -2.1781  -0.8633  -4.1265  -0.0003
C  -3.2720  0.2053  -2.2809  -0.0008
H  1.2420  3.9250  3.1832  -0.0001
N  1.9926  1.4620  -0.0582  0.0014
C  -0.9415  -0.7018  -3.4737  -0.0135
C  -0.5983  2.7683  3.1318  -0.0006
C  -3.3311  -0.4082  -3.5350  0.0001
H  -4.2818  -0.5282  -4.0397  0.0000
H  -0.6322  -3.2151  -0.2348  0.0164
C  1.6065  1.3045  1.1904  0.0046
N  1.7275  3.4312  0.7822  0.0001
O  0.8471  -1.3675  0.7086  0.0598
H  0.1610  -4.9389  -1.8466  -0.0027
C  0.9233  2.8953  3.0324  0.0003
Sr  1.4821  -0.7082  -1.5184  0.0203
C  2.2753  -4.4959  -1.5266  0.3517
C  2.6682  -2.7624  0.1186  0.2921
C  -1.2997  3.6171  2.0769  0.0003
C  -2.0349  0.3211  -1.6919  -0.0047
H  4.2093  -3.8309  -0.8566  -0.0105
H  -4.1565  0.5760  -1.7838  0.0003
C  0.8768  -4.3302  -1.3122  -0.0387
H  -1.9275  0.7787  -0.7136  -0.0017
H  -0.8441  3.1684  4.1209  0.0000
N  2.0580  2.7958  -0.2737  0.0028
H  -1.0989  3.2388  1.0717  -0.0001
H  -2.3789  3.5911  2.2282  0.0000
N  1.2841  -2.5886  0.2674  0.2586
H  -0.9745  4.6577  2.1095  0.0000
H  3.2846  -2.2176  0.8182  0.0397

Cartesian forces (eV/Å) of the 2 atoms listed first:
0.0 0.0 0.0
0.0 0.0 0.0

Values from the calculation:
**E_LUMO (alpha / beta)**: 0.3 / 0.2 eV
**Energy relative to the best compared isomer or geometry (same formula, charge and spin)**: 12.7 kJ/mol
**2S+1**: 2
**<S²>**: 0.767

***

# 5
The following is a DFT calculation (ωB97M-V/def2-TZVPD) of a molecular structure, C15H20BiI2N3O in a non-equilibrium geometry.

Last column: Löwdin charge in e.
Element x y z (Å)
I  2.8892  -2.3341  -1.4024  0.0881
H  -3.3370  1.4729  -0.5038  0.0849
H  -2.5958  2.9186  -2.6677  0.1029
H  -0.4879  2.6045  -4.3985  0.0993
C  -2.2598  1.5593  -0.3019  -0.0662
H  1.4986  1.1125  -4.4876  0.0748
H  1.0521  -0.6325  5.5105  0.0854
Bi  0.5525  -0.6640  -0.1851  0.8984
C  -3.5510  -0.3605  2.6833  -0.1014
C  -1.0853  -0.3763  5.5951  -0.1774
C  -2.2572  -0.4410  3.4512  -0.2506
C  -0.8324  -2.8220  -1.5141  -0.1771
H  -2.0836  2.5459  0.1574  0.0886
O  -1.8346  -3.3249  -1.7119  -0.0025
H  2.4339  -3.4850  -3.8364  -0.0682
C  0.1254  -0.5802  4.9497  -0.1280
H  -3.3924  -0.6589  1.6411  0.0419
H  1.9351  -0.0358  2.5115  -0.0139
H  1.6349  -4.4796  -2.5916  -0.0557
C  -0.3887  0.6940  -1.7441  -0.4666
I  1.6678  1.9510  0.3526  -0.1237
H  2.1760  1.7745  -2.9741  0.0692
C  -0.7173  2.1068  -3.4746  -0.0827
H  1.8947  0.0091  -3.1282  0.0267
C  1.7490  -3.4706  -2.9913  -0.5853
H  -4.3029  -1.0274  3.1406  0.0599
H  1.5164  -1.7332  2.1870  0.0197
H  -3.9678  0.6631  2.7064  0.0639
N  -0.9956  -0.7651  1.4583  -0.2598
H  -1.9553  0.7739  0.4098  0.0246
C  1.5049  1.0027  -3.3927  -0.0698
C  1.5510  -0.9591  2.9603  -0.1431
H  2.2713  -1.2739  3.7193  0.0635
N  0.1500  1.1858  -2.9037  -0.1559
N  -1.5081  1.4419  -1.5370  -0.1567
C  -2.2461  -0.2808  4.8238  -0.1311
H  -3.1829  -0.0837  5.3411  0.0838
C  -0.9846  -0.6618  2.7671  -0.4158
H  0.7852  -2.9922  -3.2490  -0.0709
C  0.2130  -0.7431  3.5853  -0.2547
C  -1.7491  2.2639  -2.6262  -0.0763
H  -1.1032  -0.2967  6.6775  0.0581

Cartesian forces (eV/Å) of the 2 atoms listed first:
1.0 -0.1 -0.2
0.2 -0.1 0.0

Values from the calculation:
**E_LUMO (alpha / beta)**: 4.4 / 4.4 eV
**Total charge**: -2
**Energy relative to the best compared isomer or geometry (same formula, charge and spin)**: 253.6 kJ/mol

***

# 6
The following is a DFT calculation (ωB97M-V/def2-TZVPD) of a molecular structure, C15H20Cl3CsGeN7P in a non-equilibrium geometry.

Last column: Mulliken spin population.
Element x y z (Å)
Cl  -0.5485  0.9428  3.9240  0.1335
N  -0.3884  -2.0780  -3.5338  -0.0007
H  0.7072  -4.5801  -0.4262  0.0003
C  -2.4307  4.0391  2.7382  -0.0021
H  -2.9525  3.3365  5.3448  0.0008
C  0.9841  -4.1919  0.5532  0.0001
H  -1.9518  -1.2775  2.5849  -0.0006
C  -2.5928  4.9079  3.8877  0.0006
C  -2.0554  -0.6871  -3.3142  0.0010
H  -1.8819  -2.0551  -5.0710  -0.0001
Cs  -1.9072  1.5051  -0.0865  0.0120
N  0.9998  1.2199  -0.7185  0.0312
N  -1.2505  -0.5139  -2.2288  -0.0003
P  1.1489  -1.5835  -1.2321  -0.0050
H  1.4938  3.3054  -0.7267  -0.0003
C  -3.4409  4.2380  4.9787  -0.0007
H  1.4959  -2.7060  -4.2220  0.0000
N  0.1758  -3.0343  0.8990  0.0055
H  -3.0594  5.8346  3.5509  0.0001
C  -1.5367  -1.6524  -4.1341  0.0007
H  0.1019  -3.4738  -4.9901  0.0000
H  -4.4234  3.9700  4.5938  0.0000
Cl  2.3198  -0.0369  2.1669  0.0894
H  -0.9131  -3.8068  2.5784  0.0001
C  2.9317  1.8941  -1.6108  -0.0012
H  -2.9598  -0.1170  -3.4539  0.0001
C  3.8702  -0.3343  -2.2652  0.0001
C  0.1799  -1.8171  0.2881  0.0026
H  4.7362  0.2642  -2.5322  0.0000
H  0.5719  -3.9409  -3.3519  0.0000
H  3.4999  -0.8345  -3.1591  0.0003
N  -2.3385  3.3293  1.8398  -0.0011
C  -1.2322  -1.7087  1.9096  0.0052
Ge  0.5383  1.2409  2.0180  0.5511
C  1.6650  0.1588  -1.1488  0.0040
N  2.8522  0.5354  -1.6992  0.0062
H  -1.6004  5.1531  4.2692  0.0000
H  0.8211  -4.9682  1.2949  0.0000
H  3.7795  2.4517  -1.9704  0.0000
Cl  1.3080  3.2948  2.2573  0.1313
C  0.4986  -3.1071  -4.0482  -0.0003
C  -0.2511  -1.3614  -2.3807  0.0020
H  -3.5713  4.9261  5.8111  0.0000
H  4.1742  -1.0865  -1.5402  0.0002
N  -0.6710  -0.9969  0.8867  0.0303
H  2.0399  -3.9299  0.5435  0.0002
C  -0.7188  -2.9725  1.9263  -0.0007
C  1.7823  2.3043  -1.0004  0.0041

Cartesian forces (eV/Å) of the 2 atoms listed first:
0.1 0.0 -0.3
0.0 0.0 0.0

Values from the calculation:
**E_LUMO (alpha / beta)**: -2.0 / -4.6 eV
**Total charge**: +1
**Energy relative to the best compared isomer or geometry (same formula, charge and spin)**: 82.0 kJ/mol
**2S+1**: 2
**<S²>**: 0.753